56
Properties=species:S:1:pos:R:3:forces:R:3:nbo_charge:R:1 method="wB97M-V/def2-TZVPD" e_tot_ev=-30301.8137 lumo_energy_ev=0.1 total_charge=0 de_lowest_kj_mol=1013.86 gap_ev=9.0757
C -2.38404 -0.19753 2.08713 -1.726 -1.933 -0.700 -0.31
O -1.43515 -0.87499 2.84178 -6.399 7.794 5.684 -0.67
H -3.19523 -0.89377 1.87424 -0.184 0.130 -0.015 0.20
H -2.78087 0.67652 2.60352 -0.146 -0.190 0.260 0.20
H -1.92930 0.14802 1.15874 -1.476 -2.648 1.046 0.21
H -1.12591 -0.18519 3.43351 0.261 -0.130 0.711 0.49
C 0.38575 0.15784 0.70936 -1.752 -0.673 2.283 -0.29
O 0.30498 -1.01753 -0.09096 0.634 2.124 0.747 -0.81
H 1.00665 0.01713 1.59412 0.242 -0.056 -0.593 0.23
H 0.51170 1.09754 0.17159 0.442 -1.769 1.777 0.18
H -0.63531 0.23915 1.08209 1.508 0.141 0.073 0.15
H -0.06855 -1.70315 0.46761 0.973 0.391 0.467 0.54
C 3.68539 0.49730 1.06610 1.896 1.106 -0.028 -0.28
O 2.91363 0.30151 2.21677 -0.537 -0.395 0.548 -0.71
H 4.02787 1.53189 1.04518 0.144 -0.110 -0.027 0.19
H 4.59819 -0.08450 1.19417 -0.173 -0.347 -0.236 0.18
H 3.27485 0.34331 0.06818 -0.716 -0.609 0.185 0.17
H 2.44442 1.11615 2.41118 0.202 0.002 0.066 0.45
C -0.99788 -2.87096 1.24478 -0.580 -1.348 1.059 -0.35
O -0.17877 -2.14732 2.12457 6.414 -6.617 -3.938 -0.78
H -0.47972 -3.60745 0.63062 0.634 -0.104 0.442 0.23
H -1.74292 -3.45045 1.78996 -0.448 0.136 -0.116 0.19
H -1.45061 -2.25823 0.46523 -1.078 0.237 0.189 0.14
H -0.64662 -1.62307 2.77870 1.181 -2.460 -0.493 0.47
C 1.75259 2.76546 0.29901 0.460 1.206 0.119 -0.26
O 3.11152 3.29595 0.37465 -1.902 -0.096 -0.150 -0.72
H 0.97780 3.52811 0.22048 0.214 0.713 -0.104 0.18
H 1.57620 2.16073 -0.59053 1.057 0.139 0.331 0.17
H 1.43852 2.27359 1.21962 0.807 -0.128 -0.105 0.17
H 3.05046 4.12454 -0.10631 0.361 0.172 -0.003 0.47
C 0.93019 -3.06891 -1.65024 0.634 0.297 -1.106 -0.26
O 0.44130 -4.30533 -1.25255 -0.277 -1.255 0.883 -0.74
H 1.04281 -3.10878 -2.73367 -0.263 0.527 -0.145 0.15
H 0.27755 -2.27143 -1.29502 0.051 -1.281 -0.920 0.20
H 1.92540 -2.77221 -1.31914 0.161 -0.603 0.608 0.17
H 1.02457 -4.99224 -1.58354 -0.025 -0.048 0.063 0.47
C -3.23610 2.36145 0.84347 -0.563 0.661 4.351 0.74
O -3.73571 2.67567 1.91589 0.509 -0.293 1.629 -0.69
N -2.15692 1.65234 0.64902 2.931 1.740 -0.422 -0.86
N -3.80417 2.69061 -0.21513 -3.593 2.134 -7.460 -0.78
H -1.65602 1.49037 1.51098 0.371 1.411 -1.109 0.41
H -1.68774 1.64771 -0.24538 0.159 0.133 0.354 0.42
H -4.66293 3.22191 -0.23428 0.286 -0.204 0.257 0.41
H -3.39950 2.43172 -1.10356 -0.373 0.191 0.013 0.38
C -0.15485 -0.87851 -3.45303 0.011 -0.837 -0.826 -0.63
C 0.72746 0.05120 -2.68620 -0.042 0.129 -0.696 0.09
C -0.13700 0.83288 -1.78127 -0.869 1.505 0.158 -0.64
O 1.70096 -0.61797 -1.97246 2.197 0.322 -0.839 -0.76
H -0.81956 -0.28414 -4.07992 -0.164 -0.339 -0.176 0.20
H -0.69267 -1.54500 -2.77876 -0.527 0.609 0.095 0.21
H 0.40444 -1.63332 -4.00580 0.169 0.523 -0.646 0.22
H 1.27556 0.76800 -3.29767 -0.156 -0.061 -0.628 0.17
H -0.87055 0.20366 -1.27720 -0.071 0.091 -0.405 0.21
H -0.65210 1.66620 -2.25915 0.059 0.141 -0.315 0.20
H 0.52857 1.19646 -0.99836 -0.935 0.350 -2.411 0.20
H 1.37723 -0.77298 -1.08208 0.005 -0.518 0.211 0.49